DFT (ωB97M-V with the def2-TZVPD basis set) results for a structure of composition C26H43CsN9O3S2.

Each line ends with the Mulliken charge.
CARTESIAN COORDINATES (ANGSTROEM)
Cs1 16.826 9.791 9.553  1.122
C1 21.527 11.547 9.110  -1.135
C2 21.729 10.671 10.356  -0.494
N1 20.467 10.589 11.146  0.095
C3 20.413 9.710 12.303  -0.971
C4 20.539 8.292 11.721  0.600
C5 21.379 7.315 12.174  -0.992
C6 21.496 6.121 11.441  -0.387
C7 20.778 5.966 10.253  -1.054
C8 19.906 7.011 9.905  0.704
C9 19.134 7.045 8.592  -1.324
N2 19.111 8.426 8.072  0.874
C10 20.437 8.804 7.646  -0.754
C11 20.434 10.266 7.233  -0.598
N3 20.357 11.323 8.241  0.249
N4 19.822 8.122 10.625  0.230
H1 22.426 11.615 8.472  0.404
H2 21.416 12.571 9.473  0.358
H3 22.549 11.056 10.972  0.472
H4 22.015 9.692 9.966  0.260
H5 20.056 11.469 11.390  0.190
H6 19.419 9.811 12.772  0.305
H7 21.230 9.879 13.043  0.317
H8 22.015 7.473 12.997  0.458
H9 22.210 5.340 11.715  0.365
H10 20.938 5.082 9.686  0.473
H11 18.126 6.715 8.698  0.520
H12 19.636 6.376 7.912  0.367
H13 18.392 8.609 7.361  -0.302
H14 20.783 8.172 6.795  0.391
H15 21.107 8.601 8.508  0.263
H16 19.533 10.381 6.518  -0.251
H17 21.345 10.442 6.669  0.648
H18 19.606 11.111 8.881  -0.190
N5 18.134 12.963 10.143  -0.090
C12 16.884 13.703 10.103  -0.451
C13 16.586 14.182 8.716  -0.899
C14 16.282 13.006 7.758  -0.405
N6 17.406 12.129 7.619  0.021
H19 18.850 13.704 10.182  0.284
H20 18.182 12.589 9.185  -0.222
H21 16.831 14.572 10.740  0.334
H22 16.077 13.034 10.372  0.105
H23 17.469 14.787 8.341  0.256
H24 15.712 14.816 8.732  0.529
H25 15.923 13.436 6.803  0.307
H26 15.441 12.448 8.202  0.267
H27 18.190 12.553 7.114  0.267
H28 17.090 11.268 7.103  -0.392
C15 15.777 10.459 4.768  -1.184
C16 17.024 9.669 5.224  0.533
C17 17.023 8.257 4.531  -1.618
O1 17.025 9.527 6.576  -0.912
H29 15.775 10.484 3.659  0.437
H30 15.884 11.503 5.109  0.210
H31 14.874 10.054 5.250  0.186
H32 17.924 10.201 4.897  0.114
H33 16.105 7.675 4.871  0.250
H34 17.853 7.686 4.825  0.392
H35 16.976 8.194 3.440  0.411
N7 7.823 11.511 7.579  -0.650
C18 9.031 11.504 8.305  1.061
C19 9.017 11.580 9.722  -0.689
C20 10.199 11.423 10.446  -0.585
C21 11.415 11.085 9.792  -0.158
C22 11.379 11.085 8.398  -0.199
C23 10.245 11.362 7.689  -0.824
S1 12.949 10.829 10.703  0.895
O2 13.788 11.983 10.475  -0.580
O3 12.490 10.595 12.049  -0.668
N8 13.731 9.592 10.095  0.024
C24 13.329 8.329 10.259  0.133
S2 11.775 7.947 11.053  -0.099
C25 12.035 6.276 10.630  -0.305
C26 13.211 6.151 9.983  -0.516
N9 13.940 7.302 9.760  -0.310
H36 7.138 10.933 8.014  0.262
H37 8.050 11.070 6.662  0.255
H38 8.059 11.720 10.209  0.317
H39 10.303 11.497 11.539  0.382
H40 12.294 10.859 7.805  0.430
H41 10.197 11.293 6.613  0.193
H42 11.492 5.452 11.133  0.298
H43 13.633 5.203 9.741  0.390

Forces on the atoms, in the same order (eV/Å):
-0.27 -0.11 0.13
-0.14 1.00 -0.37
-1.05 -0.23 0.10
0.58 0.05 -0.21
0.67 -0.74 -0.81
-0.41 0.61 0.06
0.35 -1.29 -0.66
-0.10 0.26 -0.50
-0.01 0.98 1.42
0.17 0.01 -0.23
0.48 1.55 -0.07
0.49 -1.27 0.58
-0.18 -0.16 0.44
-0.70 0.29 -1.08
0.41 -0.60 0.63
-0.75 -0.56 -0.19
-0.12 -0.46 0.32
-0.09 0.22 0.10
0.23 0.07 -0.14
-0.14 -0.27 0.58
0.04 0.69 -0.30
0.45 0.09 -0.03
-0.47 -0.06 -0.14
0.55 0.21 1.04
-0.23 0.33 0.16
-0.18 -0.45 -0.64
-0.88 -0.41 0.28
0.24 -0.60 -0.53
-0.22 0.01 -0.26
0.06 0.28 0.18
-0.03 0.28 -0.64
1.34 -0.01 1.03
0.15 0.19 -0.32
-0.48 -0.04 -0.03
1.14 0.99 0.44
-0.85 -0.23 -0.28
0.50 0.08 -1.30
-0.50 1.48 0.20
0.07 -0.93 -1.05
0.00 -0.69 -0.02
0.37 -0.31 0.47
0.35 0.04 0.75
-0.37 -0.10 0.39
-0.86 -0.49 0.18
-0.31 0.43 -0.05
0.00 -0.21 0.12
0.15 0.06 -0.17
-0.39 -0.14 0.08
0.78 0.15 0.23
0.82 0.48 -0.31
-1.04 -1.17 -0.21
-2.30 0.18 0.17
0.15 -0.01 0.70
-0.56 -0.06 0.44
-0.10 -0.23 -0.06
0.26 -0.09 -0.49
0.34 0.30 -0.52
0.95 0.78 -0.12
1.35 -0.73 0.62
0.10 0.56 -0.17
1.11 -0.19 -1.67
-0.47 0.00 2.28
0.36 -0.04 -0.53
1.15 -0.50 0.13
-1.04 0.64 -0.63
2.17 -0.20 -0.12
-0.71 -0.44 -0.88
0.23 -0.34 -0.37
-0.09 0.18 -0.12
-0.18 0.07 0.64
0.22 0.99 -0.27
-1.36 0.52 0.22
0.24 -0.77 -0.08
-0.46 -0.41 0.92
0.19 0.53 0.38
0.14 -0.83 -0.22
-0.56 -0.28 0.43
-0.63 0.63 0.82
0.09 0.09 0.20
-0.61 -0.07 -0.52
-0.60 0.15 0.71
0.50 0.03 -0.26
0.20 0.73 -0.71
0.31 -0.45 -0.31

Properties
Total charge = -1
HOMO energy = -4.82 eV
E_LUMO = 1.981 eV
Energy = -2551.60130 hartree
Strongest force on any atom = 0.04520 Eh/bohr

=====

DFT (ωB97M-V with the def2-TZVPD basis set) results for a structure of composition C26H43N2O2ReS5SbSi2Te.

Each line ends with the Mulliken spin population.
CARTESIAN COORDINATES (ANGSTROEM)
Re1 0.557 0.461 0.000  2.643
C1 -1.596 -2.787 1.915  -0.005
C2 -1.263 -1.825 0.815  0.012
O1 -0.163 -1.187 1.000  0.015
C3 -2.082 -1.695 -0.289  0.066
C4 -1.666 -1.089 -1.494  -0.008
C5 -2.382 -1.446 -2.764  -0.004
N1 -0.613 -0.307 -1.551  -0.008
N2 -0.096 -0.066 -2.837  0.029
C6 1.193 -0.029 -2.764  -0.039
O2 1.855 -0.161 -1.639  0.091
C7 1.978 0.255 -3.993  0.008
C8 3.359 0.387 -3.908  -0.001
C9 4.096 0.732 -5.033  0.003
C10 3.455 0.951 -6.243  -0.002
C11 2.074 0.818 -6.330  0.002
C12 1.336 0.472 -5.211  -0.004
H1 -0.732 -3.430 2.087  0.000
H2 -2.465 -3.396 1.678  -0.001
H3 -1.780 -2.234 2.838  0.001
H4 -2.989 -2.279 -0.314  0.008
H5 -3.328 -1.930 -2.534  0.000
H6 -1.767 -2.129 -3.353  0.002
H7 -2.547 -0.560 -3.374  -0.001
H8 3.847 0.223 -2.957  -0.003
H9 5.171 0.836 -4.961  0.000
H10 4.029 1.224 -7.119  0.000
H11 1.572 0.989 -7.274  0.000
H12 0.260 0.372 -5.262  -0.002
S1 -1.005 0.157 6.915  0.012
C13 -0.586 0.452 5.363  0.001
S2 1.026 0.268 4.748  0.000
C14 0.701 0.769 3.111  0.048
C15 -0.576 1.093 2.830  0.061
S3 -1.104 1.623 1.250  0.065
S4 -1.713 0.963 4.145  0.004
S5 1.984 0.801 1.929  0.051
C16 4.914 -1.304 -0.106  0.001
Sb1 3.123 -2.378 0.409  -0.011
C17 3.610 -4.110 -0.786  0.003
C18 3.952 -3.180 2.230  0.005
H13 5.783 -1.947 0.031  0.000
H14 5.013 -0.426 0.533  -0.001
H15 4.858 -0.982 -1.145  0.000
H16 4.602 -4.479 -0.526  0.000
H17 3.591 -3.841 -1.843  0.000
H18 2.877 -4.897 -0.613  0.000
H19 4.852 -3.750 1.996  0.000
H20 3.234 -3.829 2.728  0.000
H21 4.209 -2.361 2.902  -0.001
C19 -0.958 4.662 -4.412  0.001
Si1 -0.741 4.087 -2.643  0.002
C20 -1.160 5.455 -1.441  0.002
C21 -1.854 2.625 -2.362  0.018
C22 1.111 3.698 -2.522  0.013
Te1 1.973 2.596 -0.907  -0.069
C23 1.751 4.174 0.515  0.000
Si2 3.396 5.009 0.933  -0.002
C24 4.458 5.178 -0.603  -0.001
C25 4.297 3.953 2.177  0.004
C26 3.008 6.712 1.600  0.000
H22 -1.974 5.024 -4.586  0.000
H23 -0.777 3.830 -5.097  0.000
H24 -0.268 5.467 -4.673  0.000
H25 -2.173 5.817 -1.630  0.000
H26 -0.481 6.305 -1.535  0.000
H27 -1.128 5.100 -0.408  0.000
H28 -2.893 2.932 -2.513  0.000
H29 -1.778 2.223 -1.351  -0.011
H30 -1.624 1.819 -3.061  0.000
H31 1.666 4.639 -2.466  0.000
H32 1.443 3.186 -3.430  -0.001
H33 1.318 3.707 1.401  -0.003
H34 1.026 4.883 0.114  0.004
H35 4.916 4.225 -0.876  0.000
H36 5.262 5.896 -0.424  0.000
H37 3.890 5.531 -1.468  0.000
H38 4.368 2.923 1.819  -0.001
H39 3.783 3.926 3.140  -0.001
H40 5.312 4.321 2.342  0.001
H41 2.525 7.323 0.834  0.000
H42 3.918 7.228 1.913  0.000
H43 2.338 6.662 2.461  0.000

Forces on the atoms, in the same order (eV/Å):
-0.12 -1.16 0.18
-0.01 0.04 0.01
-0.25 0.08 0.07
0.40 0.16 -0.40
0.07 -0.01 0.09
-0.01 0.10 -0.07
0.02 0.01 0.02
-0.12 0.12 -0.03
0.01 -0.07 0.08
0.11 -0.01 -0.07
-0.36 0.11 0.45
0.00 0.05 0.04
0.02 -0.01 -0.01
-0.01 0.00 0.01
0.00 -0.01 0.00
0.00 0.00 0.00
-0.01 -0.02 0.02
-0.01 -0.01 0.01
-0.01 0.01 0.01
0.01 0.01 0.00
0.01 -0.02 -0.01
0.00 0.00 0.00
0.00 0.00 0.00
0.00 0.00 0.00
-0.01 0.01 0.01
0.00 -0.01 0.00
0.00 0.00 0.00
0.00 -0.01 0.00
0.00 0.00 -0.01
0.00 0.00 0.00
0.00 -0.01 0.01
0.01 -0.01 0.00
-0.01 0.04 -0.02
0.00 0.06 -0.01
0.03 0.10 -0.23
0.00 0.00 -0.01
0.18 -0.01 -0.14
-0.06 -0.01 0.03
0.01 -0.24 0.00
0.06 0.08 0.06
0.02 0.01 -0.06
0.01 0.01 -0.01
0.00 0.01 -0.02
0.02 0.01 0.00
0.00 -0.01 -0.02
-0.01 -0.01 0.00
0.00 0.00 -0.01
0.02 0.01 0.04
0.00 0.00 0.00
-0.01 0.00 0.01
-0.01 0.05 0.00
0.05 0.03 -0.06
-0.02 0.01 0.05
0.00 -0.04 0.02
-0.04 -0.17 -0.02
0.12 0.79 0.15
0.04 -0.07 0.02
0.01 0.01 -0.04
-0.06 -0.02 -0.05
0.00 -0.03 0.02
-0.02 0.00 0.05
0.00 -0.01 0.00
0.00 0.01 -0.01
0.00 0.00 0.01
0.00 0.01 0.01
0.00 0.00 0.00
-0.02 0.00 0.00
0.00 0.03 -0.01
-0.02 0.00 0.00
-0.01 0.01 0.01
0.01 0.01 -0.09
0.00 -0.04 0.02
-0.05 0.03 0.00
-0.01 -0.05 -0.05
0.01 0.01 -0.01
0.01 -0.01 0.00
0.01 0.03 0.01
0.02 0.00 0.01
-0.01 0.00 -0.01
0.00 0.01 0.01
0.00 0.01 0.01
0.00 0.00 0.00
0.00 0.00 0.00

Properties
Multiplicity = 4
HOMO energy (alpha / beta) = -7.08 / -7.29 eV
⟨S²⟩ = 3.7774
E_LUMO (alpha / beta) = 0.108 / -1.310 eV
Energy = -4433.05114 hartree
Strongest force on any atom = 0.02301 Eh/bohr

=====

DFT (ωB97M-V with the def2-TZVPD basis set) results for a cluster of 5 separate species, C26H44B2ClF3N6O13 in total.

Each line ends with the Mulliken charge.
CARTESIAN COORDINATES (ANGSTROEM)
C1 -4.281 1.210 2.134  -0.749
C2 -3.779 2.466 1.382  -0.496
O1 -2.708 2.097 0.533  0.022
C3 -2.939 2.360 -0.839  -1.142
C4 -2.108 1.430 -1.711  -0.140
O2 -2.234 0.093 -1.275  -0.226
C5 -1.307 -0.778 -1.898  -1.057
C6 0.109 -0.555 -1.356  0.666
N1 0.170 0.056 -0.206  0.203
C7 1.425 0.297 0.271  -0.148
C8 1.538 1.005 1.500  -0.046
B1 0.160 1.420 2.189  0.607
O3 -0.184 2.722 2.375  -0.877
O4 -0.705 0.392 2.574  0.160
C9 -0.206 -0.438 3.613  0.130
C10 -0.379 -1.920 3.292  -0.984
C11 2.770 1.323 2.052  -0.040
B2 2.946 2.175 3.375  0.381
C12 2.276 1.874 4.780  -1.022
O5 3.736 3.318 3.271  -0.677
C13 3.951 0.848 1.344  0.848
C14 5.372 1.071 1.854  -1.363
C15 5.790 -0.058 2.839  -0.735
C16 5.545 0.306 4.302  0.180
Cl1 6.499 -0.673 5.449  -0.226
C17 3.823 0.160 0.160  -0.892
C18 2.560 -0.119 -0.421  -0.098
N2 2.510 -0.764 -1.628  -0.563
C19 1.292 -0.950 -2.071  0.259
C20 1.178 -1.616 -3.438  -0.391
C21 2.026 -2.886 -3.603  -1.188
C22 1.394 -4.141 -3.042  0.847
F1 2.272 -5.165 -3.157  -0.304
F2 1.151 -4.000 -1.724  -0.222
F3 0.274 -4.494 -3.680  -0.277
H1 -4.343 1.384 3.210  0.303
H2 -5.262 0.887 1.776  0.323
H3 -3.570 0.399 1.962  -0.010
H4 -3.465 3.202 2.134  0.320
H5 -4.606 2.923 0.829  0.433
H6 -2.594 3.385 -1.050  0.184
H7 -3.996 2.325 -1.126  0.609
H8 -2.394 1.528 -2.770  0.262
H9 -1.076 1.807 -1.652  0.243
H10 -1.615 -1.811 -1.697  0.459
H11 -1.331 -0.632 -2.987  0.218
H12 -1.146 2.807 2.405  0.161
H13 0.853 -0.277 3.834  -0.155
H14 -0.765 -0.239 4.536  0.394
H15 0.162 -2.492 4.058  0.457
H16 -1.419 -2.243 3.347  0.348
H17 0.094 -2.176 2.341  -0.149
H18 2.348 0.834 5.098  0.303
H19 2.720 2.550 5.519  0.355
H20 1.223 2.177 4.708  0.208
H21 4.388 3.328 3.981  0.355
H22 6.020 0.943 0.984  0.485
H23 5.500 2.062 2.284  0.503
H24 5.222 -0.961 2.606  0.429
H25 6.852 -0.286 2.719  0.442
H26 4.495 0.134 4.547  -0.133
H27 5.718 1.368 4.493  0.192
H28 4.720 -0.171 -0.356  0.458
H29 1.589 -0.886 -4.143  0.349
H30 0.144 -1.805 -3.720  0.288
H31 3.051 -2.778 -3.254  0.391
H32 2.093 -3.068 -4.683  0.446
C23 0.009 -4.750 0.998  -0.480
N3 0.442 -5.077 2.384  1.008
O6 -0.418 -5.333 3.201  -0.556
O7 1.637 -5.064 2.607  -0.578
H33 -1.070 -4.799 0.946  0.331
H34 0.362 -3.749 0.771  0.011
H35 0.464 -5.482 0.337  0.380
C24 -4.148 -2.228 -0.195  -0.431
N4 -3.726 -3.509 0.426  0.946
O8 -4.478 -4.063 1.192  -0.578
O9 -2.618 -3.901 0.109  -0.575
H36 -5.137 -1.971 0.168  0.350
H37 -3.415 -1.478 0.094  -0.038
H38 -4.152 -2.370 -1.271  0.292
C25 -0.530 2.943 -5.520  -0.827
N5 -0.077 1.902 -4.562  1.000
O10 -0.726 0.874 -4.495  -0.487
O11 0.912 2.145 -3.908  -0.558
H39 -1.417 2.579 -6.021  0.224
H40 -0.745 3.839 -4.950  0.309
H41 0.276 3.112 -6.230  0.341
C26 -4.623 3.581 -5.646  -0.848
N6 -4.188 3.264 -4.258  0.852
O12 -5.045 3.048 -3.434  -0.508
O13 -2.988 3.242 -4.048  -0.412
H42 -5.706 3.563 -5.679  0.339
H43 -4.240 4.568 -5.889  0.285
H44 -4.199 2.826 -6.301  0.301

Forces on the atoms, in the same order (eV/Å):
-0.01 0.14 -0.15
-0.39 -0.68 0.69
-0.35 0.19 -0.25
0.28 0.34 -0.31
0.35 0.46 0.05
0.01 -0.41 -0.19
0.12 0.28 -0.15
-0.27 0.21 0.11
0.59 -0.09 -0.46
-0.38 0.07 0.38
0.00 0.62 0.96
-0.30 -1.02 -0.39
0.00 0.09 -0.53
0.31 0.77 0.41
-0.34 -1.08 0.17
0.39 -0.01 0.42
0.38 -0.51 -0.76
-0.23 0.37 -0.08
0.35 0.35 -0.36
0.45 -0.90 -0.26
-0.21 0.50 -0.03
-0.37 -1.10 -0.14
0.22 0.32 0.32
-0.82 0.13 -0.26
0.00 0.10 -0.10
-0.01 0.14 0.31
1.13 -0.03 0.10
-1.09 0.35 0.58
-0.08 -0.65 -0.65
0.57 0.16 0.34
-0.60 0.01 -0.96
1.54 0.59 0.11
-0.32 -0.15 -0.04
-0.55 -0.19 -0.07
-0.24 0.00 0.28
-0.07 -0.03 -0.09
0.07 0.02 0.04
0.03 0.11 0.07
0.28 0.07 -0.28
0.17 0.02 -0.11
-0.16 -0.09 -0.21
-0.02 -0.26 0.35
-0.16 -0.09 0.45
0.07 -0.47 0.13
-0.05 0.11 0.13
0.03 -0.05 0.31
0.04 -0.02 0.27
-0.01 0.27 -0.22
0.11 0.23 -0.10
-0.12 0.03 -0.04
0.03 0.08 -0.34
-0.27 0.13 -0.06
-0.17 0.08 0.11
-0.04 -0.27 0.13
0.03 -0.24 0.01
-0.39 0.60 0.29
0.06 0.39 0.09
0.10 -0.03 -0.10
0.19 -0.03 -0.03
-0.08 0.07 -0.05
0.13 -0.07 0.09
0.43 -0.18 0.07
-0.15 -0.02 -0.09
-0.22 -0.04 -0.03
0.07 -0.03 -0.01
-0.19 0.03 0.36
0.08 -0.10 0.13
-0.06 -0.18 0.03
-0.02 0.04 -0.11
0.04 0.00 0.05
-0.01 0.02 0.05
0.15 -0.08 0.18
0.12 -0.07 -0.03
0.15 0.09 0.02
-0.22 0.24 0.16
-0.08 0.25 -0.11
0.07 -0.08 -0.01
-0.27 -0.09 -0.11
0.01 -0.08 0.05
0.02 0.03 -0.15
0.12 0.01 0.01
0.03 0.03 -0.28
-0.06 -0.02 -0.04
0.15 0.11 -0.22
-0.01 -0.04 0.04
0.00 -0.04 0.05
0.09 0.01 0.01
0.09 0.02 0.12
-0.15 0.01 -0.08
-0.06 0.01 -0.02
0.04 -0.01 0.04
-0.27 0.24 -0.10
0.01 -0.02 0.06
0.08 -0.05 -0.01
0.07 0.05 0.01

Properties
HOMO energy = -8.60 eV
Structure (SMILES) = CCOCCOCc1nc2c(B(O)OCC)c(B(C)O)c(CCCCl)cc2nc1CCC(F)(F)F.C[N+](=O)[O-].C[N+](=O)[O-].C[N+](=O)[O-].C[N+](=O)[O-]
E_LUMO = -0.619 eV
Energy = -3133.04315 hartree
Strongest force on any atom = 0.03207 Eh/bohr

=====

- Among the records above, which one has the lowest energy?
  C26H43N2O2ReS5SbSi2Te

=====

- Number 3 is which compound?
  C26H44B2ClF3N6O13

=====

- Which value of strongest force on any atom does entry 1 give?
  0.04520 Eh/bohr